C17H58O16 | the ωB97M-V functional and the def2-TZVPD basis

The value obtained for the total energy is -51323.0727 eV. Its structure (SMILES) is CC(C)O.CC(C)O.CC(C)O.OCCO.OCCO.OCCO.OCCO.O.O.O.O.O. As for the charge: 0.

The geometry in XYZ format:
```
91
Properties=species:S:1:pos:R:3:lowdin_charge:R:1
C -3.694 -3.081 9.159 -0.051
C -2.637 -2.032 8.733 -0.516
C -1.372 -2.648 8.112 -0.055
O -3.249 -1.250 7.773 -0.047
H -4.084 -3.479 8.223 0.075
H -4.596 -2.633 9.576 0.073
H -3.346 -3.921 9.760 0.074
H -2.428 -1.339 9.548 0.131
H -1.557 -3.022 7.105 0.082
H -0.810 -3.379 8.693 0.073
H -0.605 -1.879 8.020 0.068
H -2.928 -0.378 8.015 0.094
C -6.709 -2.683 -4.680 -0.025
C -6.500 -3.793 -5.760 -0.515
C -7.492 -4.836 -5.881 -0.123
O -6.397 -3.425 -7.105 -0.046
H -5.951 -1.907 -4.785 0.072
H -6.769 -2.925 -3.619 0.073
H -7.693 -2.255 -4.874 0.071
H -5.675 -4.476 -5.558 0.139
H -8.482 -4.472 -6.153 0.085
H -7.729 -5.254 -4.903 0.083
H -7.293 -5.719 -6.489 0.093
H -7.195 -3.103 -7.532 0.093
C 3.944 6.476 -2.657 -0.084
C 4.990 5.403 -2.619 -0.500
C 5.881 5.487 -1.321 -0.029
O 4.424 4.107 -2.685 -0.046
H 4.413 7.422 -2.389 0.074
H 3.277 6.304 -1.812 0.087
H 3.462 6.751 -3.594 0.079
H 5.556 5.658 -3.515 0.126
H 5.787 4.589 -0.710 0.075
H 5.600 6.386 -0.773 0.065
H 6.938 5.630 -1.547 0.068
H 4.299 4.072 -3.636 0.085
O -5.103 5.506 -0.731 -0.080
C -6.303 5.964 -1.332 -0.220
C -6.115 7.170 -2.312 -0.239
O -5.753 8.389 -1.704 -0.082
H -4.526 4.969 -1.278 0.082
H -6.688 5.145 -1.941 0.110
H -6.911 6.155 -0.448 0.122
H -7.090 7.416 -2.732 0.111
H -5.328 6.987 -3.044 0.114
H -5.873 9.120 -2.316 0.081
O -0.467 1.046 -1.350 -0.054
C -0.097 -0.186 -0.754 -0.224
C 0.219 -0.055 0.818 -0.228
O 1.497 0.374 1.266 -0.081
H 0.328 1.407 -1.748 0.083
H -0.842 -0.975 -0.853 0.109
H 0.788 -0.643 -1.196 0.110
H 0.187 -0.935 1.460 0.110
H -0.571 0.577 1.225 0.102
H 1.954 0.786 0.529 0.073
O 7.772 2.547 5.960 -0.072
C 8.210 1.271 6.417 -0.252
C 9.111 1.413 7.633 -0.251
O 10.439 1.591 7.176 -0.060
H 6.838 2.529 5.735 0.081
H 7.295 0.777 6.745 0.111
H 8.679 0.617 5.681 0.122
H 8.922 0.429 8.062 0.114
H 8.833 2.186 8.350 0.123
H 10.394 2.409 6.677 0.084
O 1.397 -1.392 -7.673 -0.076
C 0.484 -2.523 -7.627 -0.220
C 1.189 -3.898 -7.542 -0.224
O 1.983 -3.995 -6.343 -0.071
H 2.257 -1.755 -7.451 0.062
H -0.301 -2.336 -6.895 0.112
H -0.095 -2.523 -8.550 0.107
H 1.760 -4.084 -8.452 0.118
H 0.403 -4.653 -7.522 0.112
H 2.895 -4.203 -6.556 0.079
O -1.925 -7.952 -2.253 -0.054
H -2.209 -7.737 -1.364 0.026
H -1.457 -7.172 -2.550 0.027
O 4.684 -4.984 4.102 -0.055
H 5.177 -4.613 3.370 0.027
H 4.035 -4.314 4.319 0.027
O -3.639 -5.497 1.483 -0.055
H -4.094 -4.668 1.337 0.028
H -4.141 -5.928 2.175 0.029
O 1.666 5.674 3.360 -0.056
H 1.150 6.332 2.896 0.028
H 1.116 4.891 3.357 0.028
O 4.786 -3.822 -0.880 -0.054
H 4.582 -4.267 -1.703 0.027
H 5.120 -2.966 -1.148 0.027
```